Entry 1:
DFT (ωB97M-V with the def2-TZVPD basis set) results for one molecule with the formula C5H5NO2 at a distorted geometry.

```
13
C5H5NO2 (ωB97M-V with the def2-TZVPD basis set)
C -1.154 -0.382 0.122
O -2.159 -0.855 -0.326
H 1.229 -2.464 -0.616
H 0.293 -0.484 1.619
C 1.360 -1.582 0.051
C 0.987 -0.256 -0.484
H 0.494 -0.352 -1.444
H -1.818 1.742 0.353
H 2.237 -1.579 0.817
N 0.219 1.815 0.104
C 0.161 -0.896 0.627
O 1.338 1.097 -0.221
C -0.919 1.197 0.169
```

## Properties
Structure (SMILES): O=C1C=NO[C@H]2C[C@H]12
ΔE to the lowest compared entry with this formula, charge and spin in kcal per mole: 117.51
Kohn-Sham gap in eV: 10.22
HOMO level in eV: -9.88
LUMO energy in eV: 0.34



Entry 2:
DFT (ωB97M-V with the def2-TZVPD basis set) results for a 3-piece molecular cluster, C4H13NO2 overall at a distorted geometry.

```
20
C4H13NO2 (ωB97M-V with the def2-TZVPD basis set)
O -1.619 0.786 -4.846
C -0.077 -1.503 -0.421
H -1.844 2.298 2.231
H -0.660 0.782 -4.704
H -1.964 0.054 2.248
H -0.494 -0.075 3.282
H -0.989 -1.058 -0.818
N -1.149 1.855 2.810
H 2.770 -1.887 -2.089
H -0.268 2.339 2.843
H -1.996 1.377 -4.180
H 3.614 -1.244 -1.046
C -0.028 0.368 1.188
H 0.286 -2.430 -0.851
C 0.417 -0.988 0.708
H -0.605 0.822 0.394
C -0.965 0.443 2.440
H 1.166 -1.533 1.276
H 0.788 1.016 1.521
O 3.618 -1.420 -1.988
```

## Properties
Structure (SMILES): C=CCCN.O.O
ΔE to the lowest compared entry with this formula, charge and spin in kcal per mole: 33.69
Kohn-Sham gap in eV: 9.63
HOMO level in eV: -9.10
LUMO energy in eV: 0.53



Entry 3:
DFT (ωB97M-V with the def2-TZVPD basis set) results for one molecule with the formula C3H3N3O at a distorted geometry.

```
10
C3H3N3O (ωB97M-V with the def2-TZVPD basis set)
C 1.010 -0.441 -0.025
H 1.821 -1.188 -0.052
N -1.176 0.837 0.280
N -0.008 -0.616 1.834
C -0.152 0.377 1.150
C -0.114 -0.590 -0.983
O 1.292 0.756 0.369
H 0.064 -1.107 -1.909
H -1.649 1.731 0.263
N -1.088 0.242 -0.926
```

## Properties
ΔE to the lowest compared entry with this formula, charge and spin in kcal per mole: 139.61
Kohn-Sham gap in eV: 8.77
HOMO level in eV: -9.37
LUMO energy in eV: -0.60